{
  "formula": "C5H12N",
  "method": "ωB97M-V/def2-TZVPD",
  "multiplicity": 1,
  "charge": 1,
  "smiles": "C/C=C/CC[NH3+]",
  "de_lowest_ev": 1.5338,
  "fmax_ev_per_a": 2.06,
  "species": ["C", "C", "C", "C", "C", "N", "H", "H", "H", "H", "H", "H", "H", "H", "H", "H", "H", "H"],
  "coordinates": [[-0.96, 2.06, -1.66], [-0.05, 1.49, -0.62], [0.74, 0.44, -0.87], [1.21, -0.46, 0.29], [0.19, -0.66, 1.39], [-0.36, -2.09, 1.23], [-0.68, 3.04, -2.05], [-1.99, 2.18, -1.34], [-1.00, 1.40, -2.53], [0.00, 2.08, 0.29], [0.80, 0.00, -1.86], [1.54, -1.43, -0.09], [2.13, 0.01, 0.66], [-0.71, -0.06, 1.32], [0.58, -0.67, 2.40], [-0.89, -2.16, 0.35], [-1.00, -2.43, 1.95], [0.44, -2.73, 1.15]],
  "nbo_charge": [-0.65, -0.16, -0.21, -0.49, -0.19, -0.68, 0.24, 0.23, 0.22, 0.21, 0.21, 0.22, 0.26, 0.24, 0.23, 0.44, 0.45, 0.44]
}

{
  "formula": "C5H12N",
  "method": "ωB97M-V/def2-TZVPD",
  "multiplicity": 1,
  "charge": 1,
  "smiles": "C=C(C)CC[NH3+]",
  "de_lowest_ev": 2.2783,
  "fmax_ev_per_a": 5.36,
  "species": ["C", "C", "C", "C", "C", "N", "H", "H", "H", "H", "H", "H", "H", "H", "H", "H", "H", "H"],
  "coordinates": [[0.89, 0.07, 1.90], [0.18, -0.39, 0.84], [-1.34, -0.59, 0.96], [0.84, -0.85, -0.52], [0.04, 0.03, -1.64], [-0.31, 1.43, -1.20], [2.06, -0.27, 2.00], [0.49, 0.44, 2.77], [-1.73, -0.11, 1.89], [-1.74, -0.20, 0.09], [-1.64, -1.63, 1.06], [1.99, -0.76, -0.48], [0.57, -1.93, -0.77], [0.66, 0.23, -2.59], [-0.88, -0.50, -1.79], [-0.99, 1.38, -0.45], [0.46, 1.81, -0.66], [-0.74, 1.94, -2.00]],
  "nbo_charge": [-0.36, -0.05, -0.66, -0.45, -0.24, -0.69, 0.22, 0.21, 0.25, 0.16, 0.26, 0.26, 0.25, 0.25, 0.23, 0.44, 0.46, 0.46]
}

{
  "formula": "C5H12N",
  "method": "ωB97M-V/def2-TZVPD",
  "multiplicity": 1,
  "charge": 1,
  "smiles": "C=C([NH3+])CCC",
  "de_lowest_ev": 1.5390,
  "fmax_ev_per_a": 1.81,
  "species": ["C", "C", "N", "C", "C", "C", "H", "H", "H", "H", "H", "H", "H", "H", "H", "H", "H", "H"],
  "coordinates": [[0.40, -1.46, 1.61], [-0.20, -0.67, 0.75], [-1.29, 0.27, 1.21], [-0.26, -0.83, -0.72], [-0.07, 0.54, -1.43], [1.21, 1.21, -0.91], [0.32, -1.41, 2.69], [1.18, -2.14, 1.29], [-1.01, 1.22, 1.48], [-1.85, -0.24, 1.89], [-1.93, 0.42, 0.43], [-1.27, -1.21, -0.98], [0.58, -1.42, -1.08], [0.09, 0.33, -2.49], [-0.83, 1.33, -1.40], [1.57, 2.06, -1.51], [2.12, 0.57, -1.00], [1.24, 1.41, 0.17]],
  "nbo_charge": [-0.34, 0.14, -0.71, -0.47, -0.43, -0.64, 0.23, 0.25, 0.46, 0.46, 0.44, 0.23, 0.27, 0.25, 0.20, 0.25, 0.22, 0.19]
}

{
  "formula": "C5H12N",
  "method": "ωB97M-V/def2-TZVPD",
  "multiplicity": 1,
  "charge": 1,
  "smiles": "C=CC[C@@H](C)[NH3+]",
  "de_lowest_ev": 2.2812,
  "fmax_ev_per_a": 4.88,
  "species": ["C", "C", "C", "C", "C", "N", "H", "H", "H", "H", "H", "H", "H", "H", "H", "H", "H", "H"],
  "coordinates": [[0.83, 1.89, 1.36], [0.10, 1.81, 0.21], [-0.16, 0.74, -0.77], [0.16, -0.65, -0.19], [-0.66, -1.00, 1.02], [0.05, -1.63, -1.38], [0.78, 2.75, 1.96], [1.40, 1.02, 1.66], [-0.49, 2.77, 0.04], [-1.09, 0.76, -1.23], [0.47, 0.67, -1.65], [1.25, -0.71, 0.07], [-0.82, -2.06, 1.11], [-0.23, -0.40, 1.73], [-1.73, -0.55, 0.87], [0.16, -2.50, -0.91], [0.86, -1.43, -2.13], [-0.90, -1.49, -1.75]],
  "nbo_charge": [-0.35, -0.21, -0.45, -0.01, -0.64, -0.70, 0.23, 0.18, 0.23, 0.22, 0.21, 0.22, 0.23, 0.26, 0.23, 0.44, 0.47, 0.44]
}

{
  "formula": "C5H12N2",
  "method": "ωB97M-V/def2-TZVPD",
  "multiplicity": 2,
  "charge": -1,
  "de_lowest_ev": 2.0923,
  "fmax_ev_per_a": 4.34,
  "species": ["C", "C", "C", "C", "C", "N", "N", "H", "H", "H", "H", "H", "H", "H", "H", "H", "H", "H", "H"],
  "coordinates": [[0.19, 1.50, -1.24], [-0.85, 0.49, -0.77], [-0.29, -0.82, -0.01], [0.59, -0.48, 1.18], [1.65, -1.26, 1.62], [0.19, 0.58, 1.96], [-1.50, -0.06, -1.96], [-0.30, 2.25, -1.88], [0.74, 1.88, -0.38], [0.72, 0.95, -1.97], [-1.60, 1.06, -0.15], [-1.15, -1.62, 0.16], [0.20, -1.53, -0.81], [2.24, -0.96, 2.50], [1.88, -2.23, 1.23], [0.65, 0.34, 3.00], [-0.39, 1.37, 1.70], [-0.86, -0.58, -2.63], [-2.11, -0.88, -1.54]],
  "lowdin_spin": [0.03, 0.07, 0.15, 0.11, 0.09, 0.07, 0.04, 0.01, 0.01, 0.00, 0.04, 0.11, 0.02, 0.02, 0.02, 0.08, 0.04, 0.01, 0.06]
}

{
  "formula": "C5H12N2",
  "method": "ωB97M-V/def2-TZVPD",
  "multiplicity": 1,
  "smiles": "C/C(=C\\N)[C@@H](C)N",
  "de_lowest_ev": 0.6697,
  "fmax_ev_per_a": 0.41,
  "species": ["C", "C", "C", "N", "C", "C", "N", "H", "H", "H", "H", "H", "H", "H", "H", "H", "H", "H", "H"],
  "coordinates": [[0.98, -0.34, 1.56], [0.39, -0.15, 0.20], [1.09, 0.31, -0.84], [2.45, 0.59, -0.86], [-1.08, -0.53, 0.05], [-1.97, 0.70, 0.25], [-1.44, -1.17, -1.21], [1.74, 0.42, 1.78], [0.21, -0.27, 2.32], [1.46, -1.32, 1.66], [0.62, 0.44, -1.81], [2.87, 0.70, 0.05], [2.72, 1.33, -1.50], [-1.31, -1.26, 0.83], [-1.74, 1.45, -0.50], [-1.80, 1.13, 1.23], [-3.01, 0.42, 0.16], [-1.36, -0.51, -1.97], [-0.82, -1.94, -1.40]],
  "nbo_charge": [-0.64, -0.11, -0.01, -0.82, -0.06, -0.60, -0.82, 0.20, 0.22, 0.22, 0.18, 0.37, 0.37, 0.18, 0.20, 0.21, 0.21, 0.34, 0.36]
}

{
  "formula": "C5H12N2",
  "method": "ωB97M-V/def2-TZVPD",
  "multiplicity": 1,
  "smiles": "C=C(CCN)NC",
  "de_lowest_ev": 3.0793,
  "fmax_ev_per_a": 6.30,
  "species": ["C", "C", "C", "C", "N", "N", "C", "H", "H", "H", "H", "H", "H", "H", "H", "H", "H", "H", "H"],
  "coordinates": [[0.64, 1.17, -1.87], [-0.01, 0.70, -0.76], [0.39, -0.71, -0.27], [1.35, -0.63, 0.97], [1.48, -1.79, 2.03], [-1.16, 1.32, -0.26], [-2.38, 0.49, -0.09], [1.65, 1.20, -2.03], [-0.11, 1.97, -2.31], [0.79, -1.33, -1.12], [-0.53, -1.20, 0.18], [2.29, -0.49, 0.50], [0.92, 0.13, 1.62], [2.31, -1.49, 2.58], [1.89, -2.61, 1.45], [-1.37, 2.34, -0.30], [-3.17, 1.11, 0.30], [-2.25, -0.37, 0.52], [-2.70, 0.18, -1.16]],
  "nbo_charge": [-0.52, 0.22, -0.47, -0.22, -0.83, -0.64, -0.41, 0.21, 0.18, 0.22, 0.22, 0.17, 0.20, 0.35, 0.34, 0.40, 0.20, 0.20, 0.18]
}

{
  "formula": "C5H12N2",
  "method": "ωB97M-V/def2-TZVPD",
  "multiplicity": 1,
  "smiles": "CCC/C(N)=C/N",
  "de_lowest_ev": 2.7654,
  "fmax_ev_per_a": 4.24,
  "species": ["C", "C", "C", "C", "N", "C", "N", "H", "H", "H", "H", "H", "H", "H", "H", "H", "H", "H", "H"],
  "coordinates": [[1.49, 2.37, 1.27], [0.15, 1.70, 0.83], [0.33, 0.95, -0.57], [-0.12, -0.46, -0.39], [0.52, -1.14, 0.63], [-0.87, -1.12, -1.22], [-1.52, -2.40, -0.76], [1.87, 2.81, 0.30], [2.14, 1.55, 1.78], [1.22, 3.11, 2.08], [-0.78, 2.33, 0.83], [-0.07, 0.79, 1.44], [-0.28, 1.66, -1.24], [1.28, 0.91, -1.12], [1.16, -1.84, 0.33], [-0.24, -1.64, 1.13], [-0.94, -0.62, -2.19], [-2.41, -2.02, -0.39], [-1.74, -2.91, -1.57]],
  "nbo_charge": [-0.62, -0.39, -0.45, 0.12, -0.88, -0.07, -0.84, 0.21, 0.22, 0.21, 0.20, 0.22, 0.21, 0.21, 0.38, 0.38, 0.18, 0.37, 0.36]
}

{
  "formula": "C5H12N2",
  "method": "ωB97M-V/def2-TZVPD",
  "multiplicity": 1,
  "smiles": "CC[C@@]1(C)CNN1",
  "de_lowest_ev": 3.2925,
  "fmax_ev_per_a": 4.94,
  "species": ["C", "C", "C", "C", "C", "N", "N", "H", "H", "H", "H", "H", "H", "H", "H", "H", "H", "H", "H"],
  "coordinates": [[0.64, -0.84, -1.72], [0.26, 0.53, -0.99], [-0.25, 0.38, 0.38], [-1.70, -0.06, 0.51], [0.78, -0.29, 1.39], [1.12, 1.01, 1.90], [0.03, 1.68, 1.21], [1.24, -0.67, -2.64], [-0.31, -1.48, -1.93], [1.13, -1.39, -0.97], [-0.32, 1.17, -1.52], [1.25, 1.09, -0.69], [-2.44, 0.78, 0.20], [-1.88, -0.20, 1.52], [-1.76, -1.11, 0.02], [0.09, -0.92, 1.96], [1.65, -0.91, 1.14], [1.02, 1.21, 2.90], [0.25, 2.48, 0.60]],
  "nbo_charge": [-0.61, -0.41, 0.14, -0.63, -0.26, -0.48, -0.49, 0.22, 0.20, 0.20, 0.20, 0.20, 0.23, 0.21, 0.21, 0.17, 0.20, 0.36, 0.34]
}

{
  "formula": "C5H12N2",
  "method": "ωB97M-V/def2-TZVPD",
  "multiplicity": 1,
  "smiles": "C=C(CCN)NC",
  "de_lowest_ev": 1.2443,
  "fmax_ev_per_a": 1.19,
  "species": ["C", "C", "C", "C", "N", "N", "C", "H", "H", "H", "H", "H", "H", "H", "H", "H", "H", "H", "H"],
  "coordinates": [[-1.59, -1.37, 0.49], [-0.84, -0.39, -0.05], [0.45, -0.68, -0.77], [1.68, -0.29, 0.05], [1.76, -0.92, 1.37], [-1.17, 0.95, 0.16], [-0.60, 2.07, -0.58], [-1.50, -2.40, 0.19], [-2.46, -1.01, 1.04], [0.44, -1.74, -1.06], [0.46, -0.14, -1.72], [1.73, 0.79, 0.18], [2.55, -0.65, -0.48], [1.10, -0.49, 2.01], [1.58, -1.91, 1.25], [-2.17, 1.05, 0.26], [-1.41, 2.69, -0.97], [0.01, 2.68, 0.07], [-0.01, 1.76, -1.43]],
  "nbo_charge": [-0.54, 0.22, -0.47, -0.21, -0.83, -0.63, -0.41, 0.21, 0.19, 0.22, 0.21, 0.19, 0.19, 0.36, 0.35, 0.38, 0.20, 0.19, 0.19]
}

{
  "formula": "C5H12N2",
  "method": "ωB97M-V/def2-TZVPD",
  "multiplicity": 2,
  "charge": 1,
  "de_lowest_ev": 5.3641,
  "fmax_ev_per_a": 2.94,
  "species": ["C", "C", "C", "C", "C", "N", "N", "H", "H", "H", "H", "H", "H", "H", "H", "H", "H", "H", "H"],
  "coordinates": [[0.58, -0.45, -1.59], [-0.62, -0.93, -0.77], [-1.06, 0.07, 0.26], [-1.92, 1.11, -0.06], [0.77, -0.36, 1.88], [-0.63, -0.07, 1.51], [1.68, 0.89, -0.64], [0.91, -1.13, -2.37], [0.36, 0.54, -1.97], [-1.43, -1.13, -1.45], [-0.37, -1.86, -0.25], [-2.37, 1.17, -1.03], [-2.16, 1.91, 0.64], [1.06, -1.32, 1.45], [0.80, -0.49, 2.96], [1.40, 0.49, 1.58], [-0.97, 0.74, 2.05], [1.61, -0.26, -0.79], [2.34, 1.08, -1.40]],
  "lowdin_spin": [0.00, 0.00, 0.11, 0.49, 0.03, 0.28, 0.01, 0.00, 0.00, 0.00, 0.00, 0.02, 0.02, 0.00, 0.00, 0.02, 0.00, 0.00, 0.00]
}

{
  "formula": "C5H12N2O",
  "method": "ωB97M-V/def2-TZVPD",
  "multiplicity": 2,
  "charge": -1,
  "de_lowest_ev": 2.2447,
  "fmax_ev_per_a": 1.59,
  "species": ["C", "C", "C", "N", "H", "H", "H", "H", "H", "C", "N", "C", "O", "H", "H", "H", "H", "H", "H", "H"],
  "coordinates": [[-0.24, 1.88, 0.51], [-0.97, 2.64, -0.32], [-1.29, 1.96, 2.59], [-0.73, 1.21, 1.63], [0.83, 1.72, 0.34], [-2.03, 2.76, -0.13], [-0.53, 3.08, -1.20], [-1.75, 1.48, 3.46], [-1.25, 3.05, 2.60], [-0.32, -3.17, -1.34], [0.15, -1.76, -1.35], [1.41, -1.65, -0.63], [1.85, -0.32, -0.67], [0.55, -3.76, -1.65], [-1.17, -3.29, -2.01], [-0.65, -3.48, -0.35], [-0.52, -1.24, -0.79], [1.29, -1.88, 0.44], [2.13, -2.35, -1.07], [1.89, -0.08, -1.61]],
  "lowdin_spin": [0.05, 0.06, 0.43, 0.31, 0.01, 0.01, 0.01, 0.06, 0.06, 0.00, 0.00, 0.00, 0.01, 0.00, 0.00, 0.00, 0.00, 0.00, 0.00, 0.00]
}